Entry 1:
Below is a structure of composition C24H30LaN2P2 at a distorted geometry, with properties calculated with ωB97M-V with the def2-TZVPD basis set.

The net charge is +1. As for the HOMO energy (alpha / beta): -7.69 / -7.69 eV. For the gap between HOMO and LUMO (alpha / beta), the calculation gives 0.1637 / 0.1637 Eh. The molar mass is 547.4 g mol⁻¹.

Last column: Mulliken charge in e.
Element x y z (Å)
C: -1.41339 3.17100 -3.70723  -0.72
C: -1.15460 1.91411 -3.15250  0.26
C: 0.19577 1.46620 -3.10523  0.18
C: 1.22487 2.26592 -3.63186  0.86
C: 0.93770 3.55643 -4.08083  -0.74
C: -0.37885 4.01057 -4.14436  -0.91
C: 2.62527 1.81571 -3.45808  -1.08
C: 2.73367 0.30336 -3.48154  0.59
C: 1.62997 -0.47158 -3.07207  0.47
C: 1.62869 -1.91564 -3.16175  -0.04
C: 2.84192 -2.52368 -3.50069  -0.71
C: 3.96051 -1.76059 -3.85651  -0.99
C: 3.89744 -0.36540 -3.86638  -0.71
H: -2.45267 3.53871 -3.74473  0.35
H: 1.77023 4.17754 -4.37423  0.43
H: -0.59873 4.99930 -4.55777  0.38
H: 3.25351 2.24786 -4.26796  0.51
H: 2.94444 -3.61372 -3.43901  0.39
H: 4.90090 -2.26130 -4.10411  0.37
H: 4.75664 0.22113 -4.18153  0.44
N: 0.53485 0.23180 -2.50954  -0.13
La: 0.54106 -0.11187 -0.27713  1.20
C: -2.28186 1.05457 -2.60577  -1.17
H: -2.20547 0.00856 -2.94680  0.24
H: -3.25446 1.46462 -2.95070  0.61
C: 0.41841 -2.79220 -2.82560  -0.98
H: -0.49321 -2.46236 -3.36397  0.39
H: 0.59092 -3.85381 -3.07514  0.52
P: -2.34712 1.12729 -0.80537  0.92
P: 0.03680 -2.77754 -1.00313  0.65
C: 1.40754 -3.75747 -0.25818  -1.31
H: 1.39074 -3.65573 0.83956  0.31
H: 1.27338 -4.82009 -0.51215  0.41
H: 2.40174 -3.42606 -0.60177  0.36
C: -1.44046 -3.81380 -0.81627  -1.25
H: -1.24127 -4.81969 -1.21018  0.45
H: -1.72089 -3.88315 0.24719  0.36
H: -2.28729 -3.35944 -1.35740  0.30
C: -2.90742 2.77542 -0.33827  -1.36
H: -3.93391 2.98163 -0.69327  0.37
H: -2.88428 2.80148 0.75702  0.41
H: -2.18352 3.50213 -0.73220  0.37
C: -3.65277 -0.03930 -0.40775  -1.16
H: -3.76265 -0.15145 0.67565  0.36
H: -4.58824 0.39076 -0.82980  0.42
H: -3.46873 -1.01647 -0.88150  0.20
H: 3.08418 2.31890 -2.56933  0.27
H: -1.02416 1.34205 -0.09064  -0.07
C: 0.86991 -2.08331 4.33662  -0.23
C: 1.74026 -1.10375 3.83306  -0.76
C: 1.45108 -0.54384 2.59806  -0.08
N: 0.31340 -0.89847 1.92489  -0.26
C: -0.54303 -1.82687 2.42879  0.01
C: -0.26860 -2.44713 3.61973  -0.81
H: 1.09487 -2.55282 5.28865  0.40
H: 2.63166 -0.77308 4.36867  0.42
H: 2.08020 0.23712 2.12273  0.40
H: -1.43906 -1.99641 1.82484  0.44
H: -0.95281 -3.22144 3.97244  0.43

---

Entry 2:
Below is a cluster of 2 separate species, CH6P2S in total at a distorted geometry, with properties calculated with ωB97M-V with the def2-TZVPD basis set.

As for the HOMO energy: -8.97 eV. For the gap between HOMO and LUMO, the calculation gives 0.3102 Eh. Its SMILES is C=P.PS. The molar mass is 112.1 g mol⁻¹.

Last column: natural (NBO) charge in e.
Element x y z (Å)
C: 0.43787 1.17780 1.14016  -0.82
P: -1.71767 -1.40482 -1.29389  0.17
P: 1.90825 1.22537 2.02430  0.47
S: 0.21997 -0.87221 -1.56525  -0.31
H: -1.61010 -2.72412 -0.78099  -0.03
H: -0.04932 1.85237 0.51643  0.22
H: -0.12886 0.28451 1.41496  0.22
H: -1.90424 -1.84268 -2.70902  0.00
H: 2.53786 2.36938 1.63010  -0.07
H: 0.30623 -0.06560 -0.37681  0.16

---

Entry 3:
Below is a structure of composition C53H50N3O5P2RuS2 at a distorted geometry, with properties calculated with ωB97M-V with the def2-TZVPD basis set.

As for the expectation value of S²: 1.1152. As for the spin multiplicity: 2. As for the HOMO energy (alpha / beta): -5.90 / -6.13 eV. For the gap between HOMO and LUMO (alpha / beta), the calculation gives 0.2208 / 0.2298 Eh. The molar mass is 1036.2 g mol⁻¹.

Last column: Mulliken spin population.
Element x y z (Å)
Ru: 0.56191 -0.05391 -0.84248  0.85
O: 2.46976 -2.83772 0.99173  0.01
S: 1.19531 -2.14044 0.79044  0.00
C: -0.05167 -3.41916 0.67319  0.03
C: -0.14310 -4.39652 1.64974  0.00
C: -1.13749 -5.34715 1.57356  0.00
C: -2.05503 -5.30855 0.52096  0.00
C: -1.96150 -4.33567 -0.45243  0.00
C: -0.95298 -3.37106 -0.40243  -0.06
P: -0.64492 -2.16118 -1.73320  0.08
C: 0.35232 -3.17793 -2.88555  -0.02
C: -0.01651 -4.49256 -3.16533  0.00
C: 0.71904 -5.23707 -4.06578  0.00
C: 1.81617 -4.67759 -4.70230  0.00
C: 2.18861 -3.37467 -4.42027  0.00
C: 1.46796 -2.62657 -3.50545  0.00
C: -2.23269 -2.15960 -2.63161  0.02
C: -3.44023 -2.09706 -1.93611  0.01
C: -4.64426 -2.06787 -2.61580  -0.01
C: -4.66072 -2.08945 -4.00140  0.01
C: -3.46320 -2.09634 -4.69887  -0.01
C: -2.25592 -2.12259 -4.02456  0.02
C: 0.78129 -1.48800 2.41405  -0.02
C: 1.45755 -2.02671 3.50116  0.00
C: 1.20137 -1.58339 4.77778  0.00
C: 0.26194 -0.56053 4.97673  0.00
C: -0.39281 0.00091 3.90007  0.00
C: -0.17969 -0.46456 2.59842  0.03
P: -0.97329 0.31234 1.14557  -0.07
C: -2.58462 -0.55517 1.19215  0.01
C: -3.69530 0.02154 0.57497  0.00
C: -4.93293 -0.58538 0.65175  0.00
C: -5.07259 -1.80219 1.30557  0.00
C: -3.96520 -2.40716 1.87573  0.00
C: -2.73233 -1.78131 1.83473  0.00
C: -1.51515 1.98294 1.62354  0.00
C: -2.72069 2.14859 2.32679  0.00
C: -3.28054 3.39306 2.50084  0.00
C: -2.65380 4.52067 1.98473  0.00
C: -1.42234 4.38295 1.36310  0.00
C: -0.83661 3.13750 1.18710  0.00
H: 0.57684 -4.40185 2.45334  0.00
H: -1.19945 -6.12246 2.32057  0.00
H: -2.83679 -6.05164 0.46178  0.00
H: -2.68150 -4.32206 -1.25880  0.00
H: -0.87827 -4.93158 -2.68351  0.00
H: 0.43675 -6.25879 -4.27251  0.00
H: 2.38301 -5.26470 -5.40914  0.00
H: 3.04256 -2.93718 -4.91480  0.00
H: 1.73882 -1.60023 -3.29492  0.00
H: -3.42938 -2.09883 -0.85755  0.01
H: -5.57420 -2.05365 -2.06612  0.00
H: -5.59989 -2.09963 -4.53441  0.00
H: -3.47351 -2.09550 -5.77866  0.00
H: -1.32285 -2.14060 -4.56841  0.00
H: 2.20539 -2.78273 3.30628  0.00
H: 1.72882 -2.01387 5.61599  0.00
H: 0.06013 -0.20949 5.97769  0.00
H: -1.09392 0.81092 4.05786  0.00
H: -3.57749 0.95308 0.03993  0.00
H: -5.78947 -0.11709 0.18933  0.00
H: -6.03766 -2.28361 1.35726  0.00
H: -4.05930 -3.37096 2.35451  0.00
H: -1.87995 -2.25026 2.30165  0.00
H: -3.22375 1.28098 2.72696  0.00
H: -4.21083 3.48394 3.04023  0.00
H: -3.10547 5.49436 2.10318  0.00
H: -0.89270 5.25827 1.01495  0.00
H: 0.94285 2.03798 0.85052  0.00
C: -3.01161 2.30235 -2.85540  0.01
C: -2.70944 3.64668 -2.65929  0.00
C: -1.54366 3.97104 -1.98336  0.00
C: -0.73041 2.95171 -1.51437  -0.04
N: -1.09586 1.66733 -1.59424  0.01
C: -2.18926 1.35380 -2.28730  0.03
C: 0.64386 3.20139 -0.91325  0.05
C: 1.24142 4.49318 -1.39486  0.00
C: 1.88346 5.33432 -0.58217  0.00
C: 1.97641 5.10448 0.83841  0.00
C: 1.41109 4.03124 1.39608  0.00
C: 0.57090 3.05303 0.63679  -0.02
H: -3.86358 2.00576 -3.44489  0.00
H: -3.34896 4.42273 -3.04856  0.00
H: -1.22604 4.99512 -1.87311  0.00
H: -2.39822 0.29606 -2.36952  0.00
H: 1.22369 4.61457 -2.46760  0.00
H: 2.34671 6.22242 -0.98467  0.00
H: 2.52974 5.81744 1.43241  0.00
H: 1.48368 3.85417 2.46051  0.00
C: 3.51228 0.73015 3.76966  0.00
C: 4.33164 -0.02278 2.72218  0.00
N: 4.61717 0.73206 1.51708  0.00
C: 5.73099 1.65797 1.56041  0.00
C: 5.27918 3.10446 1.78152  0.00
C: 3.79889 0.65567 0.43674  0.00
C: 4.34511 1.06898 -0.88816  0.00
N: 2.59749 0.20208 0.50916  -0.04
H: 3.23519 0.05438 4.57513  0.00
H: 2.59849 1.13447 3.34040  0.00
H: 4.08708 1.55171 4.19027  0.00
H: 3.82992 -0.94967 2.43173  0.00
H: 5.29190 -0.30356 3.16290  0.00
H: 6.31151 1.59396 0.63565  0.00
H: 6.37769 1.36200 2.38980  0.00
H: 4.62068 3.43037 0.98133  0.00
H: 6.14546 3.76175 1.81058  0.00
H: 4.73865 3.20933 2.71922  0.00
H: 5.29395 0.56660 -1.06935  0.00
H: 4.49398 2.14475 -0.94749  0.00
H: 3.64169 0.80274 -1.67483  0.00
H: 2.32578 -0.02861 1.46280  0.04
O: 1.51506 2.17375 -1.38914  0.00
S: 1.49487 1.84902 -3.03890  0.01
O: 2.86295 2.00784 -3.43182  0.00
O: 1.05735 0.44933 -3.07718  0.01
O: 0.56723 2.75419 -3.65535  0.00

---

Entry 4:
Below is a structure of composition C25H26F6HgN8O4S2Si, with properties calculated with ωB97M-V with the def2-TZVPD basis set.

The net charge is -1. As for the expectation value of S²: 0.7914. As for the spin multiplicity: 2. As for the HOMO energy (alpha / beta): -2.76 / -4.91 eV. For the gap between HOMO and LUMO (alpha / beta), the calculation gives 0.1923 / 0.2673 Eh. The molar mass is 909.3 g mol⁻¹.

Last column: Mulliken spin population.
Element x y z (Å)
Hg: 0.12848 1.07471 0.22597  0.00
N: 3.33409 -1.80601 -2.34374  0.03
C: 2.39396 -0.86165 -2.04093  0.04
N: 2.24932 -0.31644 -0.90043  -0.02
C: 3.05370 -0.72219 0.16547  0.17
N: 2.94332 -0.19807 1.34180  -0.14
N: 2.00757 0.75198 1.50691  0.17
C: 1.96834 1.30171 2.71584  0.25
C: 0.97106 2.24283 3.03665  0.06
C: 0.86159 2.78880 4.34169  0.06
C: -0.16396 3.63780 4.63791  0.01
C: -1.10136 3.97198 3.64069  0.16
C: -0.92682 3.42194 2.39159  -0.06
N: 0.07909 2.60534 2.07379  0.14
C: 4.00694 -1.81890 -0.04687  0.00
C: 4.77599 -2.37424 0.97416  0.04
C: 5.63640 -3.42855 0.72341  -0.02
C: 5.73328 -3.95971 -0.55856  0.04
C: 4.97063 -3.43045 -1.58586  -0.02
C: 4.11691 -2.36602 -1.32874  0.03
H: 3.27684 -2.27353 -3.23201  0.00
H: 1.73917 -0.57818 -2.85920  0.00
H: 2.68745 0.98872 3.46554  0.02
H: 1.58713 2.49952 5.09128  0.00
H: -0.26223 4.04134 5.63846  0.00
H: -1.94415 4.61689 3.84037  0.01
H: -1.62610 3.63560 1.59113  0.00
H: 4.67251 -1.95842 1.96648  0.00
H: 6.22526 -3.84617 1.52933  0.00
H: 6.39699 -4.79111 -0.75712  0.01
H: 5.03164 -3.83957 -2.58767  0.00
C: -0.18767 4.50295 -1.36880  0.00
C: -0.68891 3.37055 -2.21894  0.00
C: -1.28333 3.58027 -3.44975  0.00
C: -1.74927 2.45832 -4.14291  0.00
C: -1.61967 1.19686 -3.62441  0.00
C: -1.00458 1.02154 -2.34898  0.00
N: -0.54958 2.14523 -1.71738  0.00
N: -0.79826 -0.10032 -1.67927  0.00
Si: -1.21831 -1.68649 -2.19662  0.00
C: -3.05629 -1.93942 -2.43414  0.00
C: -0.59123 -2.93305 -0.95692  0.00
C: -0.35086 -2.09896 -3.83526  0.00
H: -1.02626 5.06314 -0.95060  0.00
H: 0.41482 5.19665 -1.95663  0.00
H: 0.41061 4.12404 -0.54155  0.00
H: -1.39253 4.58095 -3.84386  0.00
H: -2.23296 2.58738 -5.10498  0.00
H: -2.00548 0.34015 -4.15804  0.00
H: -3.58338 -1.81020 -1.48840  0.00
H: -3.25215 -2.94873 -2.80721  0.00
H: -3.48709 -1.22609 -3.14009  0.00
H: -1.28988 -3.06855 -0.13236  0.00
H: 0.35754 -2.60921 -0.52361  0.00
H: -0.44087 -3.90046 -1.44433  0.00
H: -0.30454 -1.24808 -4.51695  0.00
H: -0.86305 -2.91456 -4.35128  0.00
H: 0.67183 -2.43103 -3.63841  0.00
F: -2.41067 -2.44952 4.55509  0.00
C: -1.80826 -2.63043 3.37595  0.00
F: -2.51691 -3.51303 2.67333  0.00
F: -0.59722 -3.14955 3.60002  0.00
S: -1.60675 -1.00517 2.49872  -0.01
O: -0.49015 -1.22289 1.61214  0.00
O: -1.46424 -0.01874 3.52977  0.00
N: -2.99977 -0.99222 1.72995  0.00
S: -3.53564 0.33348 1.07534  0.00
O: -2.51102 1.32451 0.84474  0.00
O: -4.46160 0.03217 0.02699  0.00
C: -4.60977 1.10373 2.36253  0.00
F: -5.60843 0.28020 2.70040  0.00
F: -5.15013 2.22741 1.86744  0.00
F: -3.93112 1.41719 3.46191  0.00

---

Entry 5:
Below is a cluster of 3 separate species, C3H13NO2S in total at a distorted geometry, with properties calculated with ωB97M-V with the def2-TZVPD basis set.

As for the HOMO energy: -9.29 eV. For the gap between HOMO and LUMO, the calculation gives 0.3655 Eh. Its SMILES is CNCCS.O.O. The molar mass is 127.2 g mol⁻¹.

Last column: natural (NBO) charge in e.
Element x y z (Å)
C: 1.84716 -0.39902 -2.10132  -0.41
N: 0.48492 -0.51466 -1.59465  -0.64
C: 0.15477 0.59613 -0.73315  -0.25
C: -1.16220 0.34706 0.01348  -0.53
S: -0.94837 0.10898 1.80317  -0.07
H: 2.53267 -0.10524 -1.31224  0.20
H: 1.91585 0.42408 -2.83177  0.17
H: 2.18308 -1.27438 -2.61396  0.21
H: -0.15387 -0.45598 -2.38236  0.36
H: 0.97364 0.85343 -0.05783  0.21
H: 0.14545 1.60341 -1.19620  0.16
H: -1.85649 1.16828 -0.16105  0.23
H: -1.66474 -0.53810 -0.35855  0.24
H: -0.50352 -1.14395 1.88870  0.14
H: 0.58870 2.36740 2.16778  0.48
H: 0.59550 3.33147 1.02703  0.46
O: 1.09561 3.12103 1.82442  -0.94
H: -0.43805 -2.40982 -1.30155  0.49
H: -0.16744 -3.74716 -0.49354  0.47
O: -0.81139 -3.24043 -0.99674  -0.97

---

Entry 6:
Below is a structure of composition C2H3O3 at a distorted geometry, with properties calculated with ωB97M-V with the def2-TZVPD basis set.

The net charge is -1. As for the HOMO energy (alpha / beta): -3.67 / -3.67 eV. For the gap between HOMO and LUMO (alpha / beta), the calculation gives 0.2859 / 0.2859 Eh. The molar mass is 75.0 g mol⁻¹.

Last column: natural (NBO) charge in e.
Element x y z (Å)
C: -1.55600 0.13386 0.39774  0.86
C: 1.24164 -0.08111 -0.31937  -0.01
O: -1.85891 1.28832 0.46676  -0.67
O: -2.05192 -0.93558 0.55194  -0.64
O: 1.80395 -0.99474 0.46374  -0.76
H: -0.09650 0.03388 -0.03448  -0.02
H: 0.91949 -0.42981 -1.32698  0.12
H: 1.59826 0.98517 -0.19935  0.13